Record 1
The following is a DFT calculation (the ωB97M-V functional and the def2-TZVPD basis) of a molecular structure, C25H24AuFN6O4.

Structure (XYZ):
```
61
Properties=species:S:1:pos:R:3:forces:R:3:mulliken_charge:R:1
Au 0.1694 -0.1224 0.4522 0.192 0.305 0.771 1.30
C -0.7143 0.6070 -2.4060 0.056 -0.053 0.041 -1.35
C 0.7104 1.1193 -2.6038 0.055 0.018 -0.073 -0.95
C 1.9207 0.6522 -1.8059 0.001 -0.011 -0.114 1.06
C 3.1513 0.8022 -2.4337 -0.009 -0.027 0.012 -0.85
C 4.3301 0.4820 -1.7855 -0.041 -0.019 0.037 -0.54
C 4.2715 0.0020 -0.4874 0.035 -0.015 -0.029 -0.73
C 3.0394 -0.1441 0.0972 -0.004 -0.070 0.160 -0.27
N 1.9000 0.1752 -0.5443 -0.185 0.114 -0.064 0.33
N -1.3380 0.9884 -1.1303 -0.227 -0.087 -0.149 0.28
C -1.4142 2.4117 -0.8689 0.070 -0.027 0.085 -1.69
C -0.6481 2.8274 0.3764 -0.020 0.093 -0.002 0.92
C -0.7055 4.1392 0.8265 0.055 -0.050 0.045 -1.02
C 0.0090 4.5033 1.9527 -0.010 0.014 -0.013 -0.31
C 0.7684 3.5467 2.6174 0.007 -0.024 0.005 -0.82
C 0.7837 2.2627 2.1258 0.041 -0.010 0.032 -0.31
N 0.0892 1.9246 1.0242 -0.145 -0.032 -0.323 0.15
C -2.5674 0.2549 -0.8244 0.002 0.052 -0.094 -1.48
C -2.7339 -0.0815 0.6419 0.050 -0.014 -0.017 1.27
C -3.9860 -0.1587 1.2210 0.012 0.010 -0.013 -1.03
C -4.1111 -0.5686 2.5399 0.029 -0.007 -0.006 -0.33
C -2.9711 -0.8876 3.2605 0.044 -0.009 0.023 -0.90
C -1.7410 -0.7824 2.6457 0.048 0.007 0.002 -0.14
N -1.6373 -0.3917 1.3658 0.064 0.099 -0.197 0.13
H -0.7234 -0.4832 -2.4639 -0.001 0.003 0.006 0.50
H -1.3050 0.9785 -3.2514 0.028 -0.003 -0.026 0.37
H 0.7283 2.2137 -2.5841 -0.022 -0.011 0.056 0.34
H 0.9519 0.8696 -3.6389 -0.015 0.057 0.002 0.62
H 3.1689 1.1811 -3.4463 0.013 -0.011 -0.006 0.52
H 5.2789 0.5997 -2.2908 0.009 0.006 0.000 0.44
H 5.1547 -0.2820 0.0641 0.020 0.007 -0.004 0.50
H 2.9279 -0.5258 1.1023 0.032 -0.031 -0.009 0.51
H -2.4525 2.7389 -0.7601 0.010 -0.017 0.027 0.58
H -1.0111 2.9757 -1.7126 -0.035 0.017 0.009 0.60
H -1.3078 4.8612 0.2914 -0.013 0.003 -0.015 0.55
H -0.0247 5.5221 2.3149 -0.004 0.002 -0.002 0.45
H 1.3366 3.7895 3.5032 0.005 -0.001 0.008 0.47
H 1.3463 1.4702 2.6036 0.017 0.014 0.018 0.56
H -2.5450 -0.6873 -1.3779 -0.021 -0.018 0.025 0.44
H -3.4556 0.7988 -1.1606 -0.013 -0.042 -0.016 0.47
H -4.8569 0.0950 0.6322 -0.005 -0.002 0.002 0.50
H -5.0886 -0.6365 2.9976 -0.005 -0.001 0.010 0.46
H -3.0203 -1.2106 4.2899 -0.014 0.001 0.011 0.46
H -0.8107 -1.0070 3.1488 0.003 -0.023 0.029 0.63
F -0.4212 -6.6879 -1.7164 -0.064 -0.063 0.010 -0.29
C 0.5257 -5.8200 -1.3954 0.063 0.089 0.046 0.22
C 0.6826 -5.3826 -0.1456 0.030 -0.050 -0.079 -0.01
N 1.6835 -4.4781 0.1810 -0.031 0.085 0.013 0.16
C 1.7355 -3.8585 1.4833 0.309 0.054 0.017 -1.41
C 1.1769 -2.4461 1.5262 -0.333 -0.114 -0.302 1.03
O 1.3156 -1.7230 2.4903 0.127 0.113 0.154 -0.65
O 0.5473 -2.0761 0.4222 0.020 -0.291 -0.124 -0.75
C 2.5140 -3.9380 -0.7774 0.092 0.060 0.038 0.43
O 3.3059 -3.0456 -0.5184 -0.053 0.026 0.029 -0.62
N 2.3741 -4.4647 -2.0330 -0.058 0.009 -0.032 -0.07
C 1.3986 -5.3654 -2.4844 -0.009 -0.071 0.076 0.32
O 1.3221 -5.6928 -3.6353 -0.007 0.017 -0.053 -0.55
H 0.0597 -5.7278 0.6670 -0.029 -0.021 -0.027 0.41
H 2.7765 -3.7526 1.7923 -0.033 -0.068 0.021 0.33
H 1.2449 -4.4820 2.2286 -0.126 0.031 -0.054 0.49
H 3.0139 -4.1169 -2.7350 -0.005 -0.014 0.019 0.24
```
Forces are in eV/Å.

Energy above the lowest of the compared OMol25 structures with the same formula, charge and spin in kcal/mol: 2.9
Orbital gap in eV: 6.278
Charge: +2
Molar mass in g mol⁻¹: 688.5
F_max in Eh/bohr: 0.0165

=====

Record 2
The following is a DFT calculation (the ωB97M-V functional and the def2-TZVPD basis) of a molecular structure, C18H15BeN4O7.

Structure (XYZ):
```
45
Properties=species:S:1:pos:R:3:forces:R:3:mulliken_charge:R:1
Be -0.5071 -0.2660 0.7169 -0.100 0.219 0.314 0.07
O -1.5157 -1.4283 0.3307 -0.257 -0.065 0.040 -0.65
C -2.7993 -0.9634 0.0137 0.384 0.090 0.012 -0.67
C -2.8001 0.5450 0.0254 0.119 0.125 -0.011 0.77
C -3.8888 1.3461 -0.2858 0.017 -0.023 -0.014 -1.04
C -3.7166 2.7156 -0.2991 0.033 0.070 -0.010 -0.19
C -2.4698 3.2556 -0.0015 -0.085 0.033 -0.017 -0.85
C -1.4413 2.3965 0.3126 0.057 -0.171 0.045 -0.15
N -1.6136 1.0723 0.3332 -0.212 -0.073 -0.001 0.22
H -0.9515 -2.0845 -0.8827 -0.207 0.075 -0.051 0.53
H -3.5566 -1.3478 0.7082 0.029 0.001 0.076 0.53
H -3.0965 -1.2701 -0.9949 -0.010 -0.096 -0.078 0.29
H -4.8402 0.8919 -0.5319 0.011 0.017 0.004 0.46
H -4.5442 3.3668 -0.5527 0.015 -0.011 0.005 0.39
H -2.2976 4.3225 -0.0204 -0.010 -0.025 -0.004 0.41
H -0.4470 2.7532 0.5542 -0.020 -0.034 -0.011 0.46
O 1.0843 0.5418 7.1908 0.167 -0.273 -0.046 -0.73
C 1.8793 0.3686 6.2440 0.074 0.660 0.011 0.39
O 3.1222 0.4010 6.1934 -0.154 -0.190 0.136 -0.71
C 1.1909 0.1902 4.8710 -0.111 -0.214 -0.023 0.34
C -0.1670 -0.1105 4.8036 -0.003 0.046 -0.008 -0.89
C -0.7718 -0.2718 3.5737 -0.020 0.061 -0.033 0.11
N -0.0919 -0.1270 2.4354 0.177 -0.080 -0.102 0.18
C 1.2176 0.1648 2.4896 -0.116 -0.010 -0.070 0.73
C 1.8953 0.3236 3.6796 0.028 0.003 -0.056 -0.77
C 1.8280 0.2697 1.1003 -0.298 -0.183 -0.116 0.07
O 2.9675 0.6370 0.9290 0.064 -0.015 -0.063 -0.69
O 0.9657 -0.0758 0.1720 0.277 0.155 0.149 -0.45
H -0.7178 -0.1981 5.7307 0.014 -0.011 -0.025 0.46
H -1.8240 -0.5152 3.4747 0.016 -0.011 -0.001 0.44
H 2.9542 0.5387 3.6922 -0.007 0.005 0.023 0.57
C 0.4020 1.7429 -5.1313 -0.013 -0.091 0.031 -0.99
N 0.1231 0.5915 -4.2865 -0.029 0.030 -0.012 0.16
C 0.6531 -0.6283 -4.5498 0.044 0.027 -0.057 0.17
C 0.4079 -1.6925 -3.7636 -0.036 -0.017 -0.013 -1.23
C -0.4132 -1.4487 -2.6172 0.043 0.064 0.099 0.86
O -0.5911 -2.4426 -1.7824 0.150 -0.058 -0.103 -0.66
N -0.9728 -0.2885 -2.3783 -0.116 0.030 -0.090 -0.07
C -0.7625 0.7764 -3.2014 0.087 0.015 0.003 0.12
O -1.2791 1.8758 -3.0581 -0.025 -0.110 0.032 -0.68
H 1.3021 1.5462 -5.7104 -0.003 -0.011 -0.008 0.33
H 0.5478 2.6170 -4.5045 0.029 0.013 0.031 0.32
H -0.4308 1.9497 -5.8042 -0.026 -0.014 0.006 0.29
H 1.2920 -0.6903 -5.4207 0.018 0.034 -0.012 0.32
H 0.8409 -2.6621 -3.9467 0.006 0.014 0.016 0.43
```
Forces are in eV/Å.

Energy above the lowest of the compared OMol25 structures with the same formula, charge and spin in kcal/mol: 0.0
Orbital gap in eV: 7.640
Charge: -1
Molar mass in g mol⁻¹: 408.4
F_max in Eh/bohr: 0.0129